# C10H22F2N

An isolated ion of composition C10H22F2N and charge +1 (ωB97M-V/def2-TZVPD, the Open Molecules 2025 dataset).

Structure (XYZ):
```
35
Properties=species:S:1:pos:R:3:mulliken_charge:R:1
C -2.68 1.29 -0.17 -1.620
C -1.16 1.36 0.02 -0.111
C -0.71 0.72 1.33 0.158
F -1.76 0.31 2.08 -0.372
N 0.18 -0.48 1.27 0.261
C 1.64 -0.32 0.88 -1.157
C 2.16 0.82 0.02 0.980
C 1.98 0.68 -1.49 -1.512
C 1.92 2.25 0.49 -1.572
C -0.50 -1.71 0.68 -1.319
C -0.64 -1.79 -0.82 1.072
C -1.54 -3.00 -1.15 -1.537
F 0.58 -2.01 -1.40 -0.328
H -2.90 1.74 -1.12 0.450
H -3.06 0.28 -0.17 0.317
H -3.18 1.89 0.57 0.425
H -0.69 0.99 -0.87 -0.148
H -0.93 2.41 0.08 0.399
H -0.20 1.45 1.95 0.556
H 0.21 -0.76 2.25 0.404
H 2.21 -0.33 1.80 0.314
H 1.91 -1.25 0.40 0.392
H 3.23 0.70 0.12 0.468
H 1.00 0.98 -1.84 0.230
H 2.28 -0.30 -1.84 0.314
H 2.68 1.38 -1.92 0.524
H 2.81 2.84 0.30 0.447
H 1.72 2.33 1.55 0.335
H 1.14 2.71 -0.10 0.328
H 0.13 -2.54 0.99 0.459
H -1.46 -1.86 1.15 0.569
H -1.11 -0.94 -1.28 0.067
H -2.08 -2.78 -2.06 0.401
H -2.25 -3.22 -0.37 0.415
H -0.91 -3.85 -1.34 0.394
```

- LUMO: -2.9 eV
- Net charge: +1

***

# C10H22N3O4PmS3

C10H22N3O4PmS3 as an isolated structure (ωB97M-V/def2-TZVPD, the Open Molecules 2025 dataset).

Structure (XYZ):
```
43
Properties=species:S:1:pos:R:3:mulliken_spin:R:1
Pm -1.67 -3.51 -14.41 4.033
N -0.45 -5.59 -13.25 -0.006
C 0.12 -5.10 -11.97 0.000
C -0.39 -3.69 -11.89 -0.004
O -1.18 -3.30 -11.04 0.002
O -0.02 -2.97 -12.92 -0.009
H -1.14 -6.34 -12.98 0.001
H 0.14 -6.22 -13.81 0.000
H 1.21 -5.12 -12.05 0.000
H -0.22 -5.77 -11.15 0.000
C 0.37 0.07 -14.59 -0.001
C -1.05 0.51 -15.12 0.000
S -2.13 -0.80 -15.91 -0.002
C -1.80 -1.03 -17.64 0.000
C -0.39 -1.55 -17.85 -0.001
S 0.08 -2.90 -16.66 -0.002
C 1.77 -2.66 -15.83 0.000
C 2.46 -1.39 -16.22 0.000
S 1.67 0.23 -15.85 0.000
H 0.32 -0.96 -14.28 0.001
H 0.74 0.81 -13.83 0.000
H -0.95 1.36 -15.79 0.000
H -1.80 0.78 -14.37 0.000
H -1.96 -0.13 -18.32 0.000
H -2.58 -1.76 -17.96 0.000
H 0.43 -0.77 -17.82 0.000
H -0.36 -1.96 -18.86 0.000
H 2.31 -3.51 -16.25 0.000
H 1.74 -2.89 -14.71 0.000
H 2.70 -1.28 -17.23 0.000
H 3.42 -1.28 -15.63 0.000
C -5.59 -5.97 -13.04 0.000
O -5.41 -4.68 -12.38 0.000
C -4.28 -4.07 -12.81 -0.001
O -3.45 -4.64 -13.58 -0.004
N -4.09 -2.83 -12.35 0.000
N -2.93 -2.07 -12.69 -0.006
H -4.71 -6.51 -13.29 0.000
H -6.22 -5.82 -13.91 0.000
H -6.21 -6.58 -12.38 0.000
H -4.51 -2.57 -11.47 0.000
H -2.18 -2.16 -11.91 0.001
H -3.15 -1.10 -12.81 0.000
```

- Spin multiplicity: 5
- LUMO (alpha / beta): -6.7 / -6.3 eV
- Net charge: +2

***

# C10H23B

C10H23B as an isolated structure (ωB97M-V/def2-TZVPD, the Open Molecules 2025 dataset).

Structure (XYZ):
```
34
Properties=species:S:1:pos:R:3:mulliken_charge:R:1
B -0.36 -0.21 0.10 0.122
C 0.05 1.41 -1.70 -1.232
C 0.54 -0.95 1.91 -1.918
C -1.12 3.72 0.06 -1.506
C -2.82 1.82 -0.45 -1.358
C 2.84 -2.57 -0.31 -1.297
C 0.54 -3.46 0.28 -1.678
C -0.35 1.34 -0.17 -0.106
C 0.91 -0.95 0.40 0.233
C -1.47 2.28 0.18 0.828
C 1.31 -2.30 -0.28 0.707
H -1.40 -0.88 -0.07 -0.145
H -0.58 0.58 -2.15 0.304
H 1.14 1.25 -1.81 0.280
H -0.31 2.37 -2.18 0.307
H 0.24 0.02 2.28 0.447
H 1.34 -1.30 2.54 0.404
H -0.33 -1.49 2.04 0.407
H -1.81 4.19 0.74 0.491
H -0.01 3.75 0.42 0.307
H -1.09 4.23 -0.97 0.272
H -3.47 1.16 0.14 0.305
H -2.77 1.27 -1.44 0.237
H -3.51 2.64 -0.54 0.433
H 3.26 -2.99 0.60 0.335
H 2.91 -3.20 -1.25 0.361
H 3.49 -1.63 -0.50 0.326
H 1.02 -3.88 1.17 0.348
H 0.33 -4.26 -0.38 0.410
H -0.39 -3.28 0.71 0.430
H 0.61 1.72 0.38 0.149
H 1.78 -0.34 0.32 0.295
H -1.55 2.03 1.24 0.231
H 1.03 -2.09 -1.29 0.269
```

- Energy relative to the best compared isomer or geometry (same formula, charge and spin): 1.354 eV
- LUMO: 0.8 eV

***

# C10H23BrMnNO2

C10H23BrMnNO2 as an isolated structure (ωB97M-V/def2-TZVPD, the Open Molecules 2025 dataset).

Structure (XYZ):
```
38
Properties=species:S:1:pos:R:3:mulliken_spin:R:1
Mn 1.18 3.67 -3.57 5.936
Br 0.48 1.19 -3.62 0.059
C -2.59 -0.55 1.35 0.000
C -1.53 0.54 0.92 0.002
C -1.31 1.46 2.20 0.000
C -0.58 0.79 3.39 0.000
C 0.79 0.36 2.88 0.000
C 0.75 -0.53 1.59 0.000
N -0.23 -0.04 0.64 0.003
O -0.29 -0.73 -0.56 0.003
C 2.15 -0.42 0.92 -0.003
C 0.55 -1.99 2.02 0.000
C -1.98 1.40 -0.23 -0.018
H -2.65 -1.37 0.63 0.000
H -2.33 -1.11 2.25 0.000
H -3.61 -0.18 1.46 0.000
H -0.72 2.34 1.93 0.000
H -2.33 1.71 2.50 0.000
H -0.54 1.58 4.14 0.000
H -1.03 -0.07 3.88 0.000
H 1.23 -0.15 3.73 0.000
H 1.44 1.22 2.72 0.000
H 2.95 -0.91 1.48 0.000
H 2.27 0.62 0.61 0.003
H 2.17 -0.94 -0.03 0.000
H -0.40 -2.04 2.55 0.000
H 1.38 -2.30 2.65 0.000
H 0.48 -2.65 1.15 0.000
H -2.34 0.79 -1.06 0.000
H -2.83 1.97 0.14 0.001
H -1.27 2.13 -0.62 0.015
H -0.12 -0.07 -1.24 -0.002
C 2.17 -1.13 -6.20 -0.001
O 0.89 -0.65 -6.63 0.000
H 2.63 -1.86 -6.87 0.000
H 2.73 -0.26 -5.86 0.001
H 1.85 -1.70 -5.33 0.000
H 0.58 -0.10 -5.90 0.001
```

- Spin multiplicity: 7
- LUMO (alpha / beta): -0.4 / -1.5 eV

***

# C10H23CdN7OP2

C10H23CdN7OP2 as an isolated structure (ωB97M-V/def2-TZVPD, the Open Molecules 2025 dataset).

Structure (XYZ):
```
44
Properties=species:S:1:pos:R:3:mulliken_spin:R:1
Cd -0.55 0.22 0.58 -0.013
P -2.56 -1.64 0.93 0.000
P -0.47 2.92 0.47 -0.002
N 0.20 -1.83 -0.32 0.004
N 1.51 0.70 -0.39 0.440
H 1.92 -2.54 -1.34 0.001
H 3.27 -0.42 -0.68 0.025
H 2.17 -2.08 0.37 0.002
C 1.67 -1.79 -0.57 0.003
H 2.22 -0.39 -2.10 0.025
C 2.21 -0.43 -0.99 -0.062
H 0.11 -3.88 -0.61 0.000
H 2.68 2.13 -1.40 0.011
C -0.41 -2.95 -0.26 -0.001
C 1.80 1.93 -0.75 -0.049
C -1.81 -3.21 0.22 0.000
C 1.07 3.08 -0.41 0.507
H -1.76 -3.96 1.01 0.000
H 1.46 4.04 -0.74 0.009
H -1.39 3.71 -0.29 0.020
H -0.22 3.79 1.59 0.019
H -3.88 -1.52 0.37 0.000
H -2.85 -2.14 2.23 0.000
H 0.14 1.36 -3.12 0.004
C -0.91 1.11 -2.88 -0.001
C -1.79 2.21 -3.43 0.000
C -1.19 -0.24 -3.53 -0.001
O -1.14 1.08 -1.50 0.053
H -1.50 2.48 -4.44 0.000
H -2.83 1.84 -3.44 0.002
H -1.72 3.09 -2.78 0.003
H -0.56 -1.01 -3.09 0.001
H -2.25 -0.47 -3.40 0.000
H -0.98 -0.19 -4.60 0.000
H -2.40 -3.68 -0.57 0.000
N 0.92 -1.02 5.90 0.000
N 0.96 -0.23 4.77 0.000
N 2.15 0.28 4.35 0.000
C 1.87 0.57 3.08 -0.001
N 0.63 0.19 2.71 0.000
N 0.06 -0.38 3.79 0.000
H -0.03 -1.08 6.25 0.000
H 1.59 -0.69 6.57 0.000
H 2.59 1.05 2.43 -0.001
```

- Spin multiplicity: 2
- Energy relative to the best compared isomer or geometry (same formula, charge and spin): 0.000 eV
- LUMO (alpha / beta): -2.6 / -4.6 eV
- Net charge: +1

***

Number 1: M 194.3 g mol⁻¹. Number 2: M 489.5 g mol⁻¹. Number 3: M 154.1 g mol⁻¹. Number 4: M 324.1 g mol⁻¹. Number 5: M 431.7 g mol⁻¹.